{"formula": "C6H8Br2", "method": "the ωB97M-V functional and the def2-TZVPD basis", "homo_energy_ev": -9.76, "total_energy_ha": -5381.3433, "homo_lumo_gap_ha": 0.3710, "relative_energy_kcal_mol": 8.81, "total_charge": 0, "multiplicity": 1, "species": ["C", "C", "C", "C", "C", "C", "Br", "Br", "H", "H", "H", "H", "H", "H", "H", "H"], "positions_angstrom": [[0.3466, -0.0710, 1.1129], [-0.0661, -0.2573, 2.3677], [-0.0616, 0.0422, -0.3229], [1.4078, -0.0526, 0.0862], [-0.6244, 1.3773, -0.8756], [-0.6403, -1.1421, -1.0286], [2.5533, -1.6522, 0.0037], [2.5001, 1.5128, -0.1593], [0.5406, -0.1742, 3.2194], [-1.1412, -0.4332, 2.4015], [-0.1556, 1.4997, -1.8840], [-0.3009, 2.2369, -0.1096], [-1.6341, 1.2357, -1.2733], [0.0644, -1.8594, -1.3955], [-1.3277, -0.7655, -1.7897], [-1.4610, -1.4970, -0.3528]], "atomic_forces_ev_per_a": [[0.25, -0.07, -0.15], [-0.94, 0.35, -2.75], [0.21, -0.21, -0.04], [0.46, 0.64, 1.10], [2.21, 0.55, 0.44], [-2.82, 0.49, 0.75], [-0.79, 0.49, -0.24], [0.12, 0.10, 0.05], [0.71, -0.31, 0.97], [0.16, 0.24, 0.73], [0.44, 0.40, 0.91], [-1.45, -1.59, -2.14], [-0.42, 0.39, 1.38], [0.08, -0.54, 0.02], [0.69, -0.13, -0.78], [1.10, -0.80, -0.26]], "lowdin_charge": [-0.310, 0.101, -0.535, -1.112, -0.063, -0.049, 0.657, 0.684, 0.051, 0.074, 0.085, 0.116, 0.070, 0.051, 0.071, 0.108]}